No. 1
Density functional theory data (ωB97M-V/def2-TZVPD) for C46H39Br2F3N5O5S2SbZr as an isolated structure.

Calculated values
relative energy (zero: lowest compared OMol25 entry of this formula, charge and spin): 74.6 kJ/mol
energy: -8957.20876 Eh
total charge: +2

XYZ file:
```
104
Properties=species:S:1:pos:R:3:forces:R:3
Zr 0.553721 -0.482824 -0.441218 -0.194 -0.252 0.563
C 3.049778 -2.335343 0.835364 0.000 0.024 0.002
O 2.362584 -1.976332 -0.383781 -0.002 0.061 0.060
C 3.165288 -1.938566 -1.525958 0.007 0.006 -0.016
C 4.492476 -2.323439 -1.554485 -0.021 -0.014 0.014
C 5.178088 -2.248672 -2.760513 0.001 0.000 -0.012
C 4.549392 -1.798863 -3.913021 0.004 -0.005 0.009
C 3.217492 -1.425334 -3.875008 0.012 0.030 0.000
C 2.525304 -1.496054 -2.675202 0.017 -0.010 0.042
N 1.160126 -1.130813 -2.515307 0.043 0.024 0.149
N 0.507625 -1.106365 -3.597132 -0.073 -0.037 -0.111
C -0.822854 -0.866708 -3.654607 -0.028 -0.009 -0.018
C -1.664900 -0.906432 -2.529978 -0.005 -0.065 -0.034
O -1.148926 -1.055259 -1.319898 0.104 0.281 -0.113
C -3.063202 -0.818745 -2.677029 -0.005 -0.016 -0.031
C -3.597567 -0.655571 -3.921689 0.004 0.002 0.004
C -2.795017 -0.594840 -5.092573 -0.003 -0.002 -0.008
C -3.382277 -0.428380 -6.364651 -0.009 0.003 -0.004
C -2.600359 -0.389125 -7.486303 0.007 -0.002 0.001
C -1.206288 -0.516616 -7.367644 0.001 0.000 0.004
C -0.610045 -0.673215 -6.140769 0.005 -0.004 -0.015
C -1.394482 -0.716168 -4.976298 0.018 -0.007 -0.003
H 3.381461 -3.369012 0.766168 0.003 -0.014 -0.005
H 3.889071 -1.658450 0.988246 0.007 0.003 -0.001
H 2.337709 -2.229648 1.645015 0.020 -0.002 -0.012
H 5.000503 -2.686053 -0.674505 0.003 0.004 0.002
H 6.216362 -2.548751 -2.792433 0.001 0.002 0.000
H 5.099509 -1.739286 -4.841553 -0.005 -0.002 -0.003
H 2.706618 -1.071181 -4.758431 0.004 -0.001 0.004
H -3.684132 -0.855860 -1.792727 -0.005 -0.008 0.022
H -4.672063 -0.567136 -4.032192 0.002 0.001 0.001
H -4.458656 -0.335908 -6.436545 0.002 0.001 -0.004
H -3.048377 -0.264308 -8.462220 -0.003 0.000 0.001
H -0.593206 -0.492086 -8.258792 0.000 0.000 0.001
H 0.463286 -0.771635 -6.066490 -0.010 0.003 0.003
Br 0.641270 -4.569500 -1.740877 0.027 -0.011 -0.062
C -0.768028 -4.210852 -0.511741 0.022 -0.034 0.048
Br -0.208383 -3.113540 1.003986 -0.056 -0.004 -0.072
H -1.119370 -5.138385 -0.077965 -0.023 0.003 -0.008
H -1.550340 -3.653139 -1.007824 -0.045 0.002 -0.014
F -1.002364 -0.545693 8.152262 0.003 -0.007 -0.008
C -1.207576 -0.425789 6.835964 0.006 -0.015 -0.001
C -1.627046 0.790131 6.334232 -0.007 0.008 -0.007
C -1.837050 0.907526 4.966963 -0.010 -0.002 0.014
C -1.626857 -0.177151 4.120995 0.034 0.001 -0.027
C -1.204927 -1.391113 4.663249 0.021 0.027 0.035
C -0.995038 -1.527391 6.026457 -0.008 -0.006 -0.014
Sb -1.923500 -0.075375 2.023684 0.073 -0.083 -0.037
C -3.741049 -1.153259 1.910988 -0.006 0.001 0.015
C -3.955120 -2.027245 0.848590 -0.035 0.013 -0.022
C -5.131382 -2.756912 0.745592 0.024 -0.004 -0.015
C -6.084872 -2.597481 1.732838 0.000 0.001 0.007
F -7.220539 -3.295562 1.645669 -0.006 0.001 0.000
C -5.903783 -1.747541 2.809657 0.000 0.003 0.004
C -4.722108 -1.028512 2.894336 -0.016 -0.002 -0.005
C -2.633949 1.913125 1.825473 0.004 0.024 -0.013
C -1.756954 2.976113 2.054119 -0.035 0.014 -0.007
C -2.142750 4.286331 1.810918 0.028 -0.022 0.006
C -3.418837 4.516213 1.327695 -0.021 0.017 -0.005
F -3.795984 5.774882 1.080684 0.005 -0.016 0.007
C -4.314909 3.491201 1.092956 -0.006 0.007 -0.009
C -3.911758 2.185483 1.342932 -0.016 -0.007 0.018
H -1.791753 1.619460 7.008478 0.001 0.000 0.000
H -2.180331 1.856026 4.573930 0.000 0.018 -0.024
H -1.053708 -2.257927 4.027611 0.001 -0.003 -0.005
H -0.681127 -2.463785 6.467108 -0.002 0.003 0.004
H -3.194203 -2.142462 0.084862 0.026 -0.016 -0.015
H -5.318373 -3.440507 -0.072044 0.000 0.003 0.008
H -6.677955 -1.665188 3.560333 0.003 0.002 0.001
H -4.567251 -0.369794 3.741394 0.000 -0.002 -0.003
H -0.755560 2.797386 2.432241 0.020 -0.011 0.030
H -1.479838 5.121118 1.994576 0.001 0.002 -0.001
H -5.306826 3.721207 0.727941 0.002 0.000 -0.001
H -4.612179 1.378578 1.161130 0.001 -0.007 0.011
N 7.026779 1.399642 4.425707 0.005 -0.002 -0.002
C 5.909938 1.370483 3.671042 0.002 0.008 0.007
C 4.963201 0.338170 3.827192 -0.007 -0.008 -0.006
C 3.831492 0.303556 3.049818 0.005 0.008 -0.001
C 3.616456 1.302528 2.098804 -0.012 0.008 0.009
C 4.531074 2.351731 1.946458 0.007 0.000 0.010
C 5.666143 2.378201 2.713784 -0.001 -0.002 -0.006
S 2.208644 1.312805 1.121320 0.086 -0.067 -0.056
O 1.596012 2.618011 1.142457 -0.034 0.030 0.007
O 1.312743 0.182330 1.560239 0.134 0.053 0.001
N 2.430491 0.783852 -0.378409 -0.281 0.020 -0.215
C 2.605225 1.620848 -1.483592 0.012 -0.058 -0.050
S 4.049469 2.440860 -1.913034 0.012 0.036 0.100
C 3.309763 2.922757 -3.383640 0.016 -0.029 -0.019
C 2.060840 2.405487 -3.464482 -0.039 0.048 0.006
N 1.657793 1.670263 -2.374940 0.052 0.064 -0.093
H 7.178461 0.725558 5.154177 -0.003 0.000 0.001
H 7.673934 2.164915 4.363550 -0.002 0.002 0.000
H 5.122609 -0.421625 4.581283 0.001 0.001 0.001
H 3.093837 -0.471956 3.203351 -0.002 0.005 -0.006
H 4.341725 3.149148 1.238336 -0.006 -0.002 0.001
H 6.374218 3.188729 2.600708 0.001 -0.003 0.001
H 3.820675 3.554800 -4.090930 0.008 -0.008 0.002
H 1.383077 2.549133 -4.292934 -0.004 -0.005 0.006
C -1.272895 2.231737 -1.342418 -0.033 -0.031 -0.005
O -0.420281 1.498738 -0.422578 0.126 0.021 0.013
H -0.700208 3.049998 -1.770374 0.006 0.005 -0.007
H -2.136875 2.594529 -0.788340 0.008 -0.001 -0.026
H -1.580268 1.552263 -2.129648 -0.002 0.002 0.006
H 0.014190 2.144808 0.171857 0.034 0.014 -0.006
```
Forces are in eV/Å.

No. 2
Density functional theory data (ωB97M-V/def2-TZVPD) for C46H39N4O4P2S2V as an isolated structure at a distorted geometry.

Calculated values
relative energy (zero: lowest compared OMol25 entry of this formula, charge and spin): 41.1 kJ/mol
spin multiplicity: 2
⟨S²⟩: 0.81
energy: -4719.51464 Eh
total charge: -1

XYZ file:
```
98
Properties=species:S:1:pos:R:3:forces:R:3
V -0.157030 -0.480729 0.118658 0.476 0.661 0.506
C -2.344734 0.017753 -2.465659 -0.003 0.192 0.254
P -0.535495 -0.278329 -2.276601 -0.245 -0.809 -0.778
C -0.468564 -1.957331 -3.138798 -0.100 0.187 -0.028
C -1.528262 -2.852713 -2.957468 -0.038 0.001 0.066
C -1.561062 -4.082650 -3.594936 0.085 -0.012 0.003
C -0.528538 -4.458221 -4.446086 -0.009 0.060 0.038
C 0.525444 -3.581740 -4.649700 -0.046 0.062 0.062
C 0.550267 -2.346273 -4.007401 0.136 -0.075 0.098
C 0.555140 0.624780 -3.407376 -0.107 0.271 0.052
C 0.059016 1.447105 -4.412882 -0.033 -0.068 -0.111
C 0.933218 2.135908 -5.239351 0.033 -0.042 0.028
C 2.307322 2.009777 -5.067054 -0.022 -0.030 0.052
C 2.804245 1.201003 -4.053596 -0.077 -0.012 -0.028
C 1.928756 0.514264 -3.219637 0.046 0.077 0.008
C -2.941632 -0.174996 -1.087991 0.476 0.155 0.134
C -4.238251 -0.375900 -0.691480 -0.145 -0.066 0.107
C -4.252134 -0.340306 0.740440 -0.201 -0.038 -0.182
C -2.963244 -0.123956 1.140662 0.398 -0.092 -0.302
C -2.364401 0.129181 2.491634 0.093 -0.068 -0.083
P -0.689244 -0.651387 2.495285 -0.687 0.241 0.461
C 0.228784 0.180720 3.853471 0.160 -0.077 -0.170
C 0.150045 1.562745 4.016101 -0.059 0.064 0.000
C 0.947373 2.216560 4.942224 -0.005 -0.047 -0.002
C 1.850147 1.500636 5.716239 -0.003 0.000 -0.012
C 1.941581 0.125884 5.563574 -0.071 0.011 -0.080
C 1.139603 -0.527343 4.634704 0.016 -0.024 0.089
C -0.914444 -2.321426 3.192510 0.112 -0.049 0.019
C -1.993592 -2.701479 3.981889 0.004 -0.106 -0.009
C -2.071623 -3.993478 4.489343 0.054 0.026 -0.033
C -1.068477 -4.913268 4.214963 -0.003 0.038 -0.030
C 0.017499 -4.539492 3.432856 -0.037 0.037 0.039
C 0.090712 -3.252460 2.924884 0.041 -0.017 0.092
N -2.127712 -0.055629 0.031996 -0.572 -0.015 0.140
H -2.774569 -0.667935 -3.193044 -0.012 0.018 -0.030
H -2.499320 1.049527 -2.795523 0.019 -0.040 0.018
H -2.359706 -2.583000 -2.316657 0.051 -0.029 0.072
H -2.396382 -4.750425 -3.420078 -0.001 0.006 -0.010
H -0.552717 -5.416194 -4.951577 0.000 0.003 0.011
H 1.332355 -3.845340 -5.323248 0.003 -0.008 0.013
H 1.383616 -1.684283 -4.199704 -0.026 0.015 -0.003
H -1.010028 1.585871 -4.519336 0.034 0.033 0.022
H 0.537158 2.788767 -6.007360 0.011 -0.004 -0.001
H 2.986991 2.554964 -5.710443 0.008 0.002 0.003
H 3.872552 1.110710 -3.899823 0.000 0.014 0.006
H 2.318503 -0.097494 -2.412161 -0.016 0.019 0.018
H -5.088274 -0.506023 -1.344927 0.003 0.031 0.018
H -5.115327 -0.429605 1.383823 -0.008 0.019 -0.010
H -3.014878 -0.193537 3.302349 0.013 -0.024 0.043
H -2.191191 1.199584 2.623648 -0.030 0.042 0.009
H -0.520016 2.148439 3.401565 0.043 0.002 -0.023
H 0.877304 3.292420 5.037575 -0.001 0.000 0.012
H 2.487428 2.015394 6.424330 -0.011 -0.005 0.013
H 2.643360 -0.445676 6.157812 0.007 0.003 0.002
H 1.231738 -1.600725 4.527821 -0.012 0.022 -0.012
H -2.786309 -1.999394 4.203025 0.010 -0.002 0.003
H -2.917079 -4.278227 5.103031 -0.011 -0.009 -0.015
H -1.134867 -5.921224 4.605599 -0.005 0.003 0.002
H 0.800295 -5.251083 3.202038 -0.008 -0.006 0.012
H 0.934200 -2.966146 2.305182 -0.024 0.001 -0.017
C 5.216156 0.765172 1.543230 0.142 -0.073 -0.031
S 3.843240 1.910577 1.404099 -0.140 0.064 -0.009
C 2.558162 0.847815 0.843207 0.013 0.241 0.000
S 1.000533 1.570002 0.769759 0.231 -0.326 -0.051
N 2.853424 -0.364640 0.489396 -0.592 -0.112 -0.190
N 1.699222 -1.052933 0.123292 0.674 -0.683 -0.669
C 1.943572 -2.331262 -0.308521 -0.050 0.499 0.569
C 0.817443 -3.129370 -0.337983 -0.425 -0.355 0.104
C 0.801299 -4.540446 -0.579369 0.268 0.400 -0.028
C -0.324253 -5.245989 -0.340170 -0.435 -0.177 0.094
C -1.498443 -4.582607 0.125808 0.107 -0.411 -0.140
C -1.469682 -3.239545 0.277518 0.342 0.640 -0.315
N -0.350319 -2.487427 0.029718 0.106 -0.539 -0.008
H 6.108326 1.378109 1.671725 0.008 -0.044 0.017
H 5.090875 0.108443 2.402849 -0.007 -0.005 -0.026
H 5.299916 0.164421 0.641247 0.033 0.027 0.003
H 2.949556 -2.693633 -0.454520 0.073 0.076 0.029
H 1.708772 -5.018331 -0.926336 -0.001 0.012 -0.006
H -0.336578 -6.317251 -0.506273 -0.029 0.024 0.012
H -2.410761 -5.123778 0.334853 0.031 -0.033 -0.008
H -2.348360 -2.680428 0.581943 0.005 0.046 -0.020
O -2.221247 3.162698 -2.925707 -0.131 0.081 -0.009
C -1.343808 3.143413 -2.042341 -0.042 -0.051 -0.075
O -0.721021 2.137323 -1.616226 0.164 0.056 0.249
C -0.941977 4.466263 -1.412228 0.050 0.165 -0.048
C -1.880048 5.477845 -1.261226 0.049 0.110 0.031
C -1.540817 6.717132 -0.701329 -0.109 -0.124 -0.062
C -0.230468 6.886951 -0.334573 -0.208 0.164 0.014
O 0.356958 8.007774 0.211838 0.205 0.034 0.076
C 1.733049 7.668260 0.401271 -0.204 -0.210 -0.103
O 1.934360 6.332024 -0.048110 0.021 0.196 0.063
C 0.702548 5.890374 -0.489866 0.210 -0.204 -0.061
C 0.389095 4.664613 -1.015030 -0.126 -0.105 0.030
H -2.891011 5.287313 -1.596383 0.016 0.002 -0.025
H -2.269270 7.506590 -0.569713 0.010 -0.010 -0.004
H 1.978674 7.733803 1.462572 0.013 0.014 0.077
H 2.353992 8.347595 -0.184895 0.051 0.052 -0.044
H 1.113358 3.866572 -1.112890 -0.026 0.014 0.005
```
Forces are in eV/Å.